This record from OMol25 describes C24H32N6O in the gas phase. The level of theory is wB97M-V/def2-TZVPD.

Calculated values
net charge: 0
Kohn-Sham gap: 8.562 eV
energy: -1337.51047 Eh
energy above the lowest of the compared OMol25 structures with the same formula, charge and spin: 33.01 kcal/mol
max |F|: 0.017 hartree/bohr
HOMO: -8.01 eV
SMILES string: CCn1cc(CN2CCC(n3nccc3NC(=O)CCCc3ccccc3)CC2)cn1
spin multiplicity: 1

Each atom is followed by the atoms it is bonded to, with distances in Å.
Cartesian coordinates (Å):
1 C 1.7514 -5.6005 2.7249  C2 1.527, H32 1.088, H33 1.087, H34 1.087
2 C 1.3782 -4.5403 1.6908  C1 1.527, N3 1.436, H35 1.094, H36 1.092
3 N 2.1967 -3.3670 1.8188  C2 1.436, C4 1.347, N31 1.326
4 C 2.0968 -2.3947 2.7450  N3 1.347, C5 1.381, H37 1.072
5 C 3.1006 -1.4816 2.4895  C4 1.381, C6 1.498, C30 1.406
6 C 3.3834 -0.1782 3.1723  C5 1.498, N7 1.458, H38 1.095, H39 1.094
7 N 2.5622 0.9454 2.7389  C6 1.458, C8 1.451, C29 1.457
8 C 1.1822 0.9325 3.1863  N7 1.451, C9 1.531, H40 1.098, H41 1.091
9 C 0.1914 0.3636 2.1669  C8 1.531, C10 1.536, H42 1.091, H43 1.090
10 C 0.2591 1.1210 0.8323  C9 1.536, N11 1.450, C28 1.539, H44 1.099
11 N 0.2697 0.1725 -0.2638  C10 1.450, N12 1.338, C15 1.357
12 N 0.6798 -1.0894 -0.0946  N11 1.338, C13 1.316
13 C 0.6690 -1.6473 -1.2869  N12 1.316, C14 1.399, H45 1.071
14 C 0.2519 -0.7433 -2.2691  C13 1.399, C15 1.381, H46 1.068
15 C 0.0072 0.4226 -1.5715  N11 1.357, C14 1.381, N16 1.388
16 N -0.4464 1.6623 -1.9992  C15 1.388, C17 1.367, H47 1.009
17 C -0.8625 1.9421 -3.2705  N16 1.367, O18 1.209, C19 1.520
18 O -0.7503 1.1708 -4.1941  C17 1.209
19 C -1.4489 3.3344 -3.4417  C17 1.520, C20 1.533, H48 1.091, H49 1.092
20 C -2.8536 3.2385 -4.0479  C19 1.533, C21 1.533, H50 1.091, H51 1.092
21 C -3.9281 2.9443 -2.9942  C20 1.533, C22 1.504, H52 1.093, H53 1.093
22 C -3.6124 1.7422 -2.1480  C21 1.504, C23 1.389, C27 1.390
23 C -3.4504 1.8685 -0.7741  C22 1.389, C24 1.385, H54 1.083
24 C -3.1487 0.7674 0.0096  C23 1.385, C25 1.383, H55 1.081
25 C -2.9878 -0.4760 -0.5748  C24 1.383, C26 1.385, H56 1.080
26 C -3.1521 -0.6141 -1.9429  C25 1.385, C27 1.383, H57 1.079
27 C -3.4721 0.4831 -2.7209  C22 1.390, C26 1.383, H58 1.079
28 C 1.5233 1.9960 0.7733  C10 1.539, C29 1.521, H59 1.092, H60 1.091
29 C 2.7095 1.2114 1.3138  N7 1.457, C28 1.521, H61 1.097, H62 1.101
30 C 3.7583 -2.0174 1.3682  C5 1.406, N31 1.318, H63 1.073
31 N 3.2049 -3.1508 0.9851  N3 1.326, C30 1.318
32 H 1.6054 -5.2203 3.7335  C1 1.088
33 H 2.7948 -5.8823 2.6086  C1 1.087
34 H 1.1331 -6.4842 2.5926  C1 1.087
35 H 0.3279 -4.2540 1.8005  C2 1.094
36 H 1.5390 -4.9265 0.6827  C2 1.092
37 H 1.3440 -2.4195 3.5083  C4 1.072
38 H 4.4241 0.1028 2.9787  C6 1.095
39 H 3.2543 -0.2807 4.2534  C6 1.094
40 H 0.8983 1.9650 3.4304  C8 1.098
41 H 1.1209 0.3547 4.1103  C8 1.091
42 H -0.8184 0.4006 2.5774  C9 1.091
43 H 0.4466 -0.6760 1.9635  C9 1.090
44 H -0.6304 1.7545 0.7122  C10 1.099
45 H 0.9673 -2.6700 -1.4009  C13 1.071
46 H 0.1392 -0.8976 -3.3197  C14 1.068
47 H -0.6280 2.3422 -1.2760  N16 1.009
48 H -1.4723 3.8838 -2.4994  C19 1.091
49 H -0.7986 3.8672 -4.1392  C19 1.092
50 H -2.8383 2.4516 -4.8033  C20 1.091
51 H -3.1042 4.1777 -4.5450  C20 1.092
52 H -4.8797 2.7840 -3.5084  C21 1.093
53 H -4.0441 3.8184 -2.3482  C21 1.093
54 H -3.5699 2.8391 -0.3096  C23 1.083
55 H -3.0424 0.8811 1.0795  C24 1.081
56 H -2.7342 -1.3325 0.0317  C25 1.080
57 H -3.0295 -1.5818 -2.4052  C26 1.079
58 H -3.6049 0.3628 -3.7853  C27 1.079
59 H 1.7237 2.2856 -0.2604  C28 1.092
60 H 1.3765 2.9032 1.3602  C28 1.091
61 H 3.6371 1.7792 1.1735  C29 1.097
62 H 2.7919 0.2781 0.7359  C29 1.101
63 H 4.6086 -1.6242 0.8460  C30 1.073

Charges per atom according to Löwdin partitioning, unit e: C -0.08; C -0.20; N -0.18; C -0.05; C -0.21; C -0.15; N -0.16; C -0.18; C -0.11; C -0.25; N -0.06; N 0.08; C -0.13; C 0.00; C -0.24; N 0.18; C -0.48; O 0.08; C -0.09; C -0.18; C -0.15; C -0.25; C -0.06; C -0.10; C -0.09; C -0.07; C -0.04; C -0.11; C -0.18; C -0.12; N 0.09; H 0.07; H 0.08; H 0.07; H 0.12; H 0.12; H 0.13; H 0.12; H 0.12; H 0.11; H 0.12; H 0.11; H 0.07; H 0.13; H 0.10; H 0.09; H 0.13; H 0.11; H 0.13; H 0.11; H 0.11; H 0.12; H 0.11; H 0.11; H 0.10; H 0.11; H 0.11; H 0.12; H 0.12; H 0.12; H 0.12; H 0.10; H 0.11